[1]
{
  "formula": "C41H32Cl4N4O6V",
  "method": "ωB97M-V/def2-TZVPD",
  "charge": -2,
  "orbital_gap_ha": [0.1661, 0.2231],
  "multiplicity": 4,
  "lumo_ev": [4.11, 4.11],
  "species": ["V", "Cl", "C", "C", "Cl", "C", "Cl", "C", "O", "C", "O", "C", "Cl", "C", "C", "C", "C", "N", "C", "C", "C", "C", "C", "C", "N", "H", "H", "H", "H", "H", "H", "H", "H", "C", "C", "O", "C", "C", "C", "C", "C", "C", "O", "H", "H", "H", "H", "H", "H", "H", "C", "C", "C", "C", "C", "C", "C", "C", "C", "C", "O", "O", "H", "H", "H", "H", "H", "H", "H", "H", "H", "H", "H", "N", "C", "N", "C", "C", "C", "C", "C", "C", "H", "H", "H", "H", "H", "H"],
  "positions_angstrom": [[-0.2697, -0.3821, -0.6963], [-2.1921, -4.1180, -6.0408], [-1.4044, -2.9346, -5.0403], [-0.4717, -2.0685, -5.5794], [-0.0705, -2.1551, -7.2696], [0.1624, -1.1237, -4.7587], [1.3368, -0.0235, -5.4091], [-0.1272, -1.0282, -3.4000], [0.4321, -0.1762, -2.5897], [-1.0896, -1.9321, -2.8452], [-1.3453, -1.8214, -1.5634], [-1.7067, -2.8611, -3.6711], [-2.8883, -3.9149, -2.9615], [2.7043, -3.5998, -1.0142], [2.2417, -4.4924, -0.0143], [1.2342, -4.1059, 0.8222], [0.6575, -2.8170, 0.6917], [1.0922, -1.9789, -0.3149], [2.0783, -2.3816, -1.1252], [-0.3881, -2.3348, 1.5269], [-0.8086, -2.9801, 2.7187], [-1.8227, -2.4456, 3.4650], [-2.4505, -1.2556, 3.0478], [-1.9860, -0.6627, 1.8939], [-0.9934, -1.1622, 1.1598], [3.4997, -3.8670, -1.6955], [2.6631, -5.4877, 0.0691], [0.8542, -4.7918, 1.5669], [2.3437, -1.6712, -1.9012], [-0.3138, -3.8844, 3.0454], [-2.1345, -2.9384, 4.3796], [-3.2660, -0.8105, 3.6003], [-2.4158, 0.2571, 1.5110], [3.2188, 0.7421, 0.4995], [2.0606, 1.5856, 0.0123], [0.9743, 0.9906, -0.0888], [2.2461, 2.9761, -0.2876], [3.5659, 3.4280, -0.5266], [3.8563, 4.7022, -0.9304], [2.7812, 5.6058, -1.1186], [1.4978, 5.2401, -0.8562], [1.1421, 3.9253, -0.3500], [-0.0197, 3.7012, 0.0465], [2.8083, -0.1835, 0.8952], [3.7880, 1.2590, 1.2713], [3.8903, 0.5024, -0.3283], [4.3791, 2.7183, -0.4304], [4.8760, 5.0046, -1.1307], [2.9868, 6.6079, -1.4834], [0.6719, 5.9291, -0.9908], [-7.6090, 3.1376, 0.8244], [-6.3516, 2.5976, 0.1909], [-6.1423, 1.2278, 0.0827], [-4.9993, 0.7116, -0.5227], [-4.7945, -0.7761, -0.6540], [-4.0513, 1.5998, -1.0298], [-4.2292, 2.9781, -0.9260], [-3.1641, 3.9103, -1.4388], [-5.3832, 3.4583, -0.3137], [-2.7925, 1.0383, -1.6574], [-2.7536, 0.8183, -2.8550], [-1.8747, 0.8260, -0.7825], [-7.9631, 2.4816, 1.6222], [-8.4174, 3.2272, 0.0923], [-7.4418, 4.1290, 1.2501], [-6.8835, 0.5395, 0.4823], [-5.1055, -1.1185, -1.6442], [-5.3752, -1.3173, 0.0951], [-3.7443, -1.0566, -0.5521], [-2.2446, 3.8221, -0.8525], [-3.5043, 4.9473, -1.4060], [-2.9010, 3.6582, -2.4681], [-5.5244, 4.5327, -0.2247], [0.1624, 2.9365, 3.5723], [0.1109, 2.0288, 2.5461], [0.6372, 0.8800, 2.8533], [1.0700, 1.0207, 4.1600], [1.7095, 0.1047, 4.9913], [2.0492, 0.5102, 6.2707], [1.7599, 1.8046, 6.7270], [1.1200, 2.7285, 5.9175], [0.7803, 2.3142, 4.6346], [-0.1689, 3.8823, 3.5134], [-0.2903, 2.3080, 1.5761], [1.9221, -0.8938, 4.6293], [2.5500, -0.1823, 6.9366], [2.0450, 2.0882, 7.7332], [0.8951, 3.7267, 6.2740]],
  "forces_ev_per_a": [[-0.6, -1.0, -1.0], [0.0, 0.0, 0.0], [0.0, 0.0, 0.0], [0.0, 0.0, 0.0], [0.0, 0.0, 0.0], [0.0, 0.0, 0.0], [0.0, 0.0, 0.0], [0.0, -0.1, -0.1], [0.0, 0.0, 0.2], [-0.1, 0.0, 0.0], [0.1, 0.5, 0.1], [0.1, 0.1, -0.1], [0.0, 0.0, 0.0], [0.0, 0.1, 0.0], [0.0, 0.0, 0.0], [0.2, 0.1, 0.0], [0.0, 0.0, 0.1], [-0.2, 0.2, 0.1], [0.0, 0.0, 0.0], [-0.1, 0.0, 0.1], [-0.1, 0.0, 0.0], [0.0, 0.0, 0.0], [0.0, 0.0, 0.0], [0.0, 0.0, 0.0], [0.2, 0.1, -0.2], [0.0, 0.0, 0.0], [0.0, 0.0, 0.0], [0.0, 0.0, 0.0], [0.0, 0.0, 0.0], [0.0, 0.0, 0.0], [0.0, 0.0, 0.0], [0.0, 0.0, 0.0], [0.0, 0.0, 0.0], [0.0, -0.1, -0.1], [0.0, -0.2, 0.1], [0.1, 0.7, 0.0], [0.0, 0.0, 0.1], [0.0, 0.0, 0.0], [0.0, 0.0, 0.0], [0.0, 0.0, 0.0], [0.0, 0.0, 0.0], [0.0, 0.0, 0.0], [0.0, -0.1, -0.1], [0.0, 0.0, 0.0], [0.0, 0.0, 0.0], [0.0, 0.0, 0.0], [0.0, 0.0, 0.0], [0.0, 0.0, 0.0], [0.0, 0.0, 0.0], [0.0, 0.0, 0.0], [0.0, 0.0, 0.0], [0.0, 0.0, 0.0], [0.0, 0.0, 0.0], [0.0, 0.0, 0.0], [0.0, 0.0, 0.0], [0.0, 0.0, 0.1], [0.0, 0.0, 0.0], [0.0, 0.0, 0.0], [0.0, 0.0, 0.0], [0.0, 0.0, 0.1], [0.0, 0.0, -0.1], [0.4, -0.1, 0.2], [0.0, 0.0, 0.0], [0.0, 0.0, 0.0], [0.0, 0.0, 0.0], [0.0, 0.0, 0.0], [0.0, 0.0, 0.0], [0.0, 0.0, 0.0], [0.0, 0.0, 0.0], [0.0, 0.0, 0.0], [0.0, 0.0, 0.0], [0.0, 0.0, 0.0], [0.0, 0.0, 0.0], [0.0, 0.0, 0.0], [0.0, 0.0, -0.1], [0.2, -0.1, 0.3], [-0.1, 0.1, 0.0], [0.0, 0.0, 0.0], [0.0, 0.0, 0.0], [0.0, 0.0, 0.0], [0.0, 0.0, 0.0], [0.0, 0.0, 0.0], [0.0, 0.0, 0.0], [0.0, 0.0, 0.0], [0.0, 0.0, 0.0], [0.0, 0.0, 0.0], [0.0, 0.0, 0.0], [0.0, 0.0, 0.0]]
}

[2]
{
  "formula": "C30H55MgN5P2",
  "method": "ωB97M-V/def2-TZVPD",
  "charge": 2,
  "orbital_gap_ha": 0.2263,
  "lumo_ev": -5.18,
  "species": ["Mg", "C", "C", "C", "P", "C", "C", "C", "C", "C", "C", "C", "C", "C", "N", "C", "C", "C", "C", "C", "C", "P", "C", "C", "C", "C", "C", "C", "H", "H", "H", "H", "H", "H", "H", "H", "H", "H", "H", "H", "H", "H", "H", "H", "H", "H", "H", "H", "H", "H", "H", "H", "H", "H", "H", "H", "H", "H", "H", "H", "H", "H", "H", "H", "N", "C", "C", "N", "H", "H", "H", "H", "H", "H", "H", "H", "N", "C", "C", "N", "C", "C", "H", "H", "H", "H", "H", "H", "H", "H", "H", "H", "H"],
  "positions_angstrom": [[-0.4838, 0.4037, 0.1978], [-2.4885, 4.0508, -0.2025], [-0.9849, 4.3207, -0.1302], [-0.5920, 4.6777, 1.3038], [-0.0185, 2.8616, -0.7371], [1.5789, 3.5294, -1.3970], [2.3768, 2.3675, -1.9894], [2.4263, 4.3583, -0.4411], [-0.7883, 2.4074, -2.3146], [-1.1982, 3.3995, -3.2112], [-1.7603, 3.0819, -4.4294], [-1.9209, 1.7376, -4.7551], [-1.5120, 0.7428, -3.8921], [-0.9172, 1.0458, -2.6532], [-0.5236, 0.0581, -1.7512], [-0.1376, -1.1980, -2.2349], [0.6186, -1.3547, -3.4064], [1.0170, -2.6040, -3.8369], [0.6840, -3.7458, -3.1148], [-0.0436, -3.6103, -1.9491], [-0.4516, -2.3543, -1.4914], [-1.3985, -2.0694, 0.0225], [-3.1599, -2.0811, -0.5422], [-4.1339, -1.9188, 0.6236], [-3.5480, -3.2454, -1.4531], [-1.0824, -3.4592, 1.2067], [-1.7809, -4.8037, 0.9892], [0.4289, -3.6427, 1.3837], [-3.0368, 4.8759, 0.2543], [-2.7526, 3.1433, 0.3545], [-2.8453, 3.9216, -1.2197], [-0.7443, 5.1718, -0.7759], [-0.8384, 3.8632, 1.9916], [-1.1461, 5.5554, 1.6381], [0.4713, 4.8944, 1.4183], [1.2631, 4.1748, -2.2234], [2.6492, 1.6461, -1.2160], [3.2946, 2.7367, -2.4502], [1.8089, 1.8339, -2.7508], [2.8541, 3.7372, 0.3529], [1.8784, 5.1823, 0.0158], [3.2640, 4.7932, -0.9888], [-1.0767, 4.4448, -2.9465], [-2.0740, 3.8589, -5.1120], [-2.3768, 1.4639, -5.6980], [-1.6535, -0.2923, -4.1702], [0.8857, -0.4778, -3.9812], [1.5956, -2.6922, -4.7475], [0.9836, -4.7247, -3.4619], [-0.3093, -4.4989, -1.3956], [-3.1941, -1.1671, -1.1495], [-4.0797, -2.7574, 1.3208], [-5.1571, -1.8773, 0.2491], [-3.9602, -0.9984, 1.1862], [-3.6459, -4.1809, -0.9051], [-2.8278, -3.3890, -2.2573], [-4.5163, -3.0325, -1.9088], [-1.4838, -3.0619, 2.1500], [-1.5274, -5.2615, 0.0356], [-2.8638, -4.7122, 1.0401], [-1.4757, -5.4961, 1.7762], [0.8618, -4.1756, 0.5397], [0.6332, -4.2232, 2.2850], [0.9614, -2.6874, 1.4585], [-1.7318, 0.9644, 1.9562], [-2.1081, 0.0996, 3.1081], [-0.9975, -0.1118, 4.1137], [0.1219, -0.8774, 3.5430], [-1.5251, 1.9006, 2.2971], [-2.5876, 1.0950, 1.4127], [-2.4241, -0.8650, 2.7081], [-2.9659, 0.5311, 3.6274], [-1.4384, -0.6159, 4.9777], [-0.6347, 0.8569, 4.4742], [-0.2527, -1.6325, 2.9739], [0.6267, -1.3427, 4.2910], [4.1719, 1.5333, 3.3094], [2.7633, 1.7384, 3.8069], [1.8413, 1.8740, 2.6027], [1.9233, 0.7412, 1.6968], [3.2888, 0.4756, 1.2676], [4.2667, 0.3144, 2.4251], [4.8221, 1.4596, 4.0928], [4.4595, 2.3552, 2.7719], [2.7583, 2.6180, 4.4485], [2.5202, 0.8555, 4.3975], [2.0857, 2.7911, 2.0573], [0.8194, 1.9884, 2.9603], [1.5054, -0.0650, 2.1696], [3.6258, 1.2940, 0.6237], [3.3191, -0.4289, 0.6602], [5.2981, 0.2270, 2.0879], [4.0200, -0.5395, 3.0557]],
  "forces_ev_per_a": [[0.3, 0.2, 0.5], [0.0, 0.0, 0.1], [0.1, 0.1, -0.1], [0.1, 0.0, 0.0], [-0.3, 0.0, -0.1], [0.0, 0.0, 0.0], [0.0, 0.0, 0.0], [0.0, 0.0, 0.0], [-0.1, 0.0, 0.0], [0.0, 0.0, 0.0], [0.0, 0.0, 0.0], [0.0, 0.0, 0.0], [0.0, 0.0, 0.0], [0.0, 0.0, 0.0], [0.0, 0.0, -0.1], [0.0, 0.0, 0.0], [0.0, 0.0, 0.0], [0.0, 0.0, 0.0], [0.0, 0.0, 0.0], [0.0, 0.0, 0.0], [0.0, 0.0, 0.0], [0.2, 0.0, 0.0], [0.0, 0.0, 0.0], [0.0, 0.0, 0.0], [0.0, 0.0, 0.0], [-0.1, -0.1, 0.0], [0.0, 0.0, 0.0], [0.0, 0.0, 0.0], [0.0, 0.0, 0.0], [0.0, 0.0, 0.0], [0.0, 0.0, 0.0], [0.0, 0.0, 0.0], [0.0, 0.0, 0.0], [0.0, 0.0, 0.0], [-0.1, 0.0, 0.0], [0.0, 0.0, 0.0], [0.0, 0.0, 0.0], [0.0, 0.0, 0.0], [0.0, 0.0, 0.0], [0.0, 0.0, 0.0], [0.0, 0.0, -0.1], [0.0, 0.0, 0.0], [0.0, 0.0, 0.0], [0.0, 0.0, 0.0], [0.0, 0.0, 0.0], [0.0, 0.0, 0.0], [0.0, 0.0, 0.0], [0.0, 0.0, 0.0], [0.0, 0.0, 0.0], [0.0, 0.0, 0.0], [0.0, 0.0, 0.0], [0.0, 0.0, 0.0], [0.0, 0.0, 0.0], [0.0, 0.0, 0.0], [0.0, 0.0, 0.0], [0.0, 0.0, 0.0], [0.0, 0.0, 0.0], [0.0, 0.0, 0.0], [0.0, 0.0, 0.0], [0.0, 0.0, 0.0], [0.0, 0.0, 0.0], [0.0, 0.0, 0.0], [0.0, 0.0, 0.0], [0.0, 0.0, 0.0], [-0.1, -0.1, -0.2], [-0.1, 0.0, 0.0], [0.0, 0.0, 0.0], [0.0, 0.0, -0.1], [0.0, 0.0, 0.0], [0.0, 0.0, 0.0], [0.0, 0.0, 0.0], [0.0, 0.0, 0.0], [0.0, 0.0, 0.0], [0.0, 0.0, 0.0], [0.0, 0.0, 0.0], [0.0, 0.0, 0.0], [0.0, 0.0, 0.0], [0.1, 0.0, 0.0], [0.1, 0.1, 0.0], [-0.4, -0.4, -0.1], [0.0, 0.0, -0.1], [0.0, 0.0, 0.0], [0.0, 0.0, 0.0], [0.0, 0.0, 0.0], [0.0, 0.0, 0.0], [0.0, 0.0, 0.0], [0.0, 0.0, 0.0], [0.0, 0.0, 0.0], [0.1, 0.0, 0.2], [0.0, 0.0, 0.0], [0.0, 0.0, 0.0], [0.0, 0.0, 0.0], [0.0, 0.0, 0.0]]
}

[3]
{
  "formula": "C3H5N3OS",
  "method": "ωB97M-V/def2-TZVPD",
  "orbital_gap_ha": 0.3206,
  "lumo_ev": -0.54,
  "species": ["C", "C", "C", "N", "N", "N", "O", "S", "H", "H", "H", "H", "H"],
  "positions_angstrom": [[0.4881, -1.0393, -1.1206], [1.3329, -1.9010, -0.4392], [-0.3478, -0.5253, -0.1508], [1.0114, -1.9627, 0.8583], [-0.0518, -1.1253, 0.9853], [-0.6004, 2.6661, 0.1851], [-2.4881, 1.1329, 1.1000], [-1.8153, 1.3800, -0.1025], [0.7974, -0.7463, -2.0868], [2.2460, -2.3054, -0.9135], [-0.4686, -1.0196, 1.8956], [-0.4352, 3.1654, -0.7039], [0.3314, 2.2807, 0.4930]],
  "forces_ev_per_a": [[0.4, 0.6, 0.3], [0.4, 0.0, 0.8], [-1.9, 2.9, -1.5], [0.3, -0.5, -0.1], [0.8, -0.6, 0.6], [0.3, -1.7, -0.4], [-1.7, -0.3, 3.1], [4.6, -0.7, -2.8], [-0.7, 0.6, -1.0], [-0.8, -0.3, 0.9], [-0.1, 0.1, -0.1], [-0.2, -0.4, 0.5], [-1.4, 0.4, -0.3]]
}

[4]
{
  "formula": "C16H49N11O7",
  "method": "ωB97M-V/def2-TZVPD",
  "orbital_gap_ha": 0.3312,
  "lumo_ev": 0.29,
  "smiles": "COC[C@H](C)N.COC[C@H](C)N.COC[C@H](C)N.NC(N)=O.NC(N)=O.NC(N)=O.NC(N)=O",
  "species": ["C", "C", "C", "O", "C", "N", "H", "H", "H", "H", "H", "H", "H", "H", "H", "H", "H", "C", "C", "C", "O", "C", "N", "H", "H", "H", "H", "H", "H", "H", "H", "H", "H", "H", "C", "C", "C", "O", "C", "N", "H", "H", "H", "H", "H", "H", "H", "H", "H", "H", "H", "C", "O", "N", "N", "H", "H", "H", "H", "C", "O", "N", "N", "H", "H", "H", "H", "C", "O", "N", "N", "H", "H", "H", "H", "C", "O", "N", "N", "H", "H", "H", "H"],
  "positions_angstrom": [[-3.6699, -5.4286, -3.6157], [-3.0370, -4.0695, -3.3347], [-2.4637, -3.9552, -1.9161], [-1.3745, -4.8267, -1.6492], [-0.8087, -4.5382, -0.3949], [-2.0429, -3.8118, -4.3768], [-3.1098, -6.3587, -3.7328], [-4.2833, -5.3996, -4.5217], [-4.3818, -5.6422, -2.8076], [-3.8837, -3.3763, -3.3448], [-3.2676, -4.2097, -1.2125], [-2.2592, -2.9026, -1.6929], [-1.6150, -4.6375, 0.3428], [-0.3278, -3.5564, -0.3716], [-0.0606, -5.3196, -0.2498], [-1.1461, -4.1351, -4.0237], [-2.2309, -4.4471, -5.1411], [2.9817, 2.1336, -2.1751], [2.5245, 3.4373, -1.4877], [1.4021, 4.1144, -2.2982], [1.8715, 4.9038, -3.3990], [2.4864, 6.0875, -2.9204], [2.1014, 3.0772, -0.1278], [2.2088, 1.3610, -2.1659], [3.8781, 1.7382, -1.6963], [3.1793, 2.2114, -3.2477], [3.3829, 4.0953, -1.3231], [0.6992, 4.7260, -1.7272], [0.8601, 3.2766, -2.7384], [1.8397, 6.8271, -2.4376], [2.7419, 6.6563, -3.8205], [3.4226, 5.9116, -2.3930], [2.8795, 2.9804, 0.5113], [1.5057, 3.8277, 0.2082], [3.2820, -2.0544, 4.3016], [3.4934, -1.9258, 2.8015], [2.1338, -1.8628, 2.0248], [2.2155, -1.3435, 0.6863], [2.8285, -2.3067, -0.1584], [4.1384, -0.6475, 2.6041], [2.6083, -1.2875, 4.6865], [4.2654, -1.9485, 4.7554], [2.8199, -2.9951, 4.6120], [4.0685, -2.7107, 2.3100], [1.3587, -1.3229, 2.5846], [1.5305, -2.7880, 2.0318], [2.9578, -1.8896, -1.1587], [2.1540, -3.1463, -0.3557], [3.7740, -2.6534, 0.2539], [3.6296, 0.1929, 2.8890], [4.2334, -0.5213, 1.6001], [-0.8634, 0.1984, -0.0737], [-1.6659, 1.0978, -0.4460], [0.4249, 0.5200, 0.0459], [-1.2133, -1.0591, 0.2898], [0.6354, 1.5050, -0.0529], [1.1490, -0.2243, 0.0897], [-2.1785, -1.3326, 0.2889], [-0.5069, -1.5089, 0.8440], [-4.4322, -0.0759, -2.2672], [-5.4074, -0.7758, -2.5505], [-3.3197, 0.0232, -3.0248], [-4.3303, 0.5815, -1.0812], [-2.5972, 0.6629, -2.7418], [-3.2427, -0.5326, -3.8566], [-5.1623, 0.6313, -0.5205], [-3.4882, 1.0546, -0.7605], [1.6737, 1.9193, 3.7750], [2.8635, 1.7975, 3.4887], [0.6718, 1.5553, 2.9184], [1.1651, 2.3674, 4.9498], [0.9488, 1.2803, 1.9923], [-0.3059, 1.7528, 3.1269], [1.7800, 2.4884, 5.7359], [0.1771, 2.4165, 5.1137], [-2.7679, 2.5889, 3.1019], [-1.9764, 1.7152, 3.4937], [-3.3469, 2.6222, 1.8879], [-3.0174, 3.6746, 3.8721], [-3.2858, 1.8553, 1.2421], [-3.6522, 3.5253, 1.5782], [-2.5713, 3.7402, 4.7674], [-3.6523, 4.3958, 3.5860]],
  "forces_ev_per_a": [[-1.6, -0.7, 0.6], [0.4, -1.5, 0.1], [-0.8, -0.1, 0.0], [-0.1, 0.7, -0.9], [-0.1, -0.8, -0.3], [0.5, 0.5, 0.2], [0.9, 0.5, 0.3], [0.0, 0.3, 0.0], [-0.1, 0.0, -0.1], [0.3, 0.4, -0.2], [-0.2, -0.1, -0.1], [0.6, 0.0, -0.2], [0.4, 0.2, 0.4], [-0.2, 0.1, 0.1], [0.0, 0.2, 0.3], [0.0, 0.2, 0.0], [-0.1, 0.2, -0.2], [0.0, 0.1, -0.5], [0.8, -0.5, 0.2], [0.2, -0.5, -0.6], [0.0, 0.0, 1.3], [0.3, 0.8, -1.8], [-1.3, 0.2, -0.1], [-0.2, 0.1, 0.6], [0.0, 0.0, 0.0], [0.3, 0.6, 0.1], [0.0, 0.2, -0.8], [0.1, -0.1, 0.4], [-0.4, 0.2, -0.1], [-0.3, -0.7, 0.7], [0.3, -0.3, -0.1], [-0.2, 0.0, 0.3], [0.0, 0.0, 0.0], [0.2, -0.1, 0.4], [-0.2, -0.9, -0.1], [-2.0, 1.5, -0.6], [-1.5, -0.7, 1.0], [0.6, -1.0, 0.7], [-0.4, -0.1, -0.8], [1.2, 0.2, -1.1], [0.2, 0.3, -0.2], [-0.1, 0.0, 0.2], [0.2, -0.2, -0.1], [0.4, -0.1, 0.6], [0.7, 1.2, -0.1], [0.9, -0.7, -0.6], [0.3, 0.4, 0.2], [0.0, -0.2, 0.5], [0.0, 0.0, -0.2], [-0.2, -0.5, 0.5], [0.3, 0.1, 0.1], [-1.1, 2.0, -0.3], [0.1, -1.1, 0.4], [0.6, -0.8, -0.2], [0.4, 0.2, -0.3], [0.5, -0.1, -0.4], [-0.5, 1.0, 0.2], [0.0, 0.0, 0.1], [-0.4, -0.5, 0.1], [-0.6, -1.1, 0.4], [0.5, 0.5, -0.1], [0.3, 0.1, -0.4], [-0.5, 0.7, 0.8], [0.2, -0.2, -0.1], [0.0, 0.1, 0.0], [0.0, -0.1, -0.1], [0.0, -0.4, -0.4], [-1.1, -0.7, -1.2], [-0.1, 0.4, 0.6], [0.7, 0.3, 0.1], [0.7, 0.5, 1.1], [-0.1, 0.0, 0.0], [0.3, -0.3, -0.2], [0.0, 0.1, -0.1], [0.0, -0.2, -0.1], [1.5, -0.4, 0.3], [-1.2, 0.2, -0.1], [-0.5, 0.1, 0.0], [-0.2, 0.4, 0.2], [0.5, 0.0, 0.0], [-0.2, -0.2, -0.4], [0.0, 0.0, 0.0], [-0.1, 0.0, 0.1]]
}

Computed largest force on an atom (eV/Å) in order:
1.511, 0.593, 5.370, 2.601
Computed total energy (hartree) in order:
-5037.1025, -2332.3104, -754.8863, -1768.1069